Formula: C44H55AsCl2NO12P3W
Source: OMol25
Level of theory: ωB97M-V/def2-TZVPD

Summary:
HOMO energy = -12.35 eV
E_LUMO = -7.921 eV
Orbital gap = 4.43 eV
Energy above the lowest of the compared OMol25 structures with the same formula, charge and spin = 0.319 eV
E_tot = -6914.377762 Ha
Charge = +2

XYZ file:
```
119
C44H55AsCl2NO12P3W, DFT ωB97M-V/def2-TZVPD
C -3.5579 -1.6254 -4.6885
H -1.4609 -1.4847 -5.1341
C 0.4066 -1.0777 5.7125
H 1.0306 5.2345 -0.2777
C -2.9158 6.0420 2.0240
C -2.2665 2.0188 -1.0201
C -2.2364 -1.3111 -4.4004
O 0.5563 2.1852 3.5251
H -7.7170 7.1343 -2.0628
H 3.2737 1.2207 1.6133
C 5.7587 -1.5033 3.3279
C -0.6032 3.0406 3.9261
C -1.4243 -1.1782 1.9259
H -8.9146 5.5057 -3.4874
H -4.1693 -2.0452 0.0388
H -0.6307 -1.0159 5.3811
C 1.2246 -1.8522 4.7127
H -5.4798 3.7782 0.2413
C -3.6465 4.8863 0.0314
H 0.0801 5.3391 1.2155
O 2.8271 -1.5326 -2.1119
P 0.9659 1.7606 2.0995
O -1.5451 -2.3258 -0.3868
C -5.9139 5.9823 -1.9954
C 1.6855 0.4058 -1.2203
C 1.0885 5.3300 0.8072
H 5.6561 -0.4474 3.5847
H -1.6128 3.0166 2.0040
C -7.2491 4.1625 -3.6083
H 3.8720 3.3009 1.2758
H 1.2138 -3.6764 3.5584
C -3.8084 0.0313 0.5001
H -2.2292 6.7251 2.5082
C 2.5605 0.9455 2.3898
H -5.9472 -2.2919 1.7113
H -4.1573 5.8190 3.7586
C -7.2221 6.2273 -2.3839
C -5.1626 0.9551 2.2650
O 0.3315 0.6212 -1.0422
Cl -0.8500 -5.0115 -1.8725
C -4.4530 -1.1969 0.6477
C -4.5493 -1.3671 -3.7544
H 2.2729 -1.8965 5.0083
C -4.7367 4.3864 0.7464
H -0.3732 -3.1957 4.1939
H 5.1569 -0.0163 1.1447
H -5.4477 3.0176 -3.5779
C 3.2461 4.0207 0.7496
P -2.4584 0.2609 -0.6496
H -5.0183 -0.6035 -1.8178
H 4.8775 -2.9443 1.9937
O 1.0678 2.9711 1.1530
As -3.4121 4.5328 -1.8851
H 4.2080 -1.2169 0.2242
O 0.0079 0.7644 1.4453
C 1.8413 -1.0706 -1.6554
N -2.0564 -1.3847 2.8676
P 2.2624 -0.8179 2.3846
H 1.5706 6.2780 1.0468
C -2.7343 5.7079 0.6836
C -5.9382 3.9155 -3.2204
C -1.2619 -4.7198 -0.1799
C -4.0000 5.5387 2.7246
O 2.5560 1.1515 -0.9258
C -5.2671 4.8179 -2.4016
H 6.7865 -1.6727 3.0059
H 5.5761 -2.1084 4.2140
C -5.4465 -1.3398 1.5998
H -5.7750 4.3329 2.6200
O 0.0946 -2.9361 0.8208
H -7.7635 3.4556 -4.2462
H -1.5898 3.4403 5.7676
C 1.8926 4.1992 1.3918
C -0.8436 2.7445 5.3842
H -6.5825 -0.3869 3.1475
C 4.8275 -1.8786 2.2055
O 1.6825 -1.0815 0.9876
H 0.0667 2.8669 5.9693
C -5.8014 -0.2677 2.4086
H 3.7667 4.9782 0.7648
H 0.4336 -1.5967 6.6710
H -3.8160 -2.0597 -5.6450
C -4.2258 -0.8248 -2.5191
C -4.9092 4.7029 2.0845
C -2.8952 -0.5422 -2.2111
H 2.9143 1.2571 3.3749
H -2.6196 3.4030 3.3882
H 1.9737 4.3076 2.4766
C -7.8934 5.3147 -3.1862
H 3.1360 3.7006 -0.2852
H -2.3401 -4.8152 -0.0734
Cl -0.4734 -5.8248 0.9263
C -3.4993 2.5506 -1.7493
H -2.1067 1.7250 3.1373
H -3.6927 2.0718 1.1989
H -5.4025 6.7053 -1.3703
H 0.8562 -3.8724 5.2757
C -1.9079 -0.7672 -3.1705
H -1.2196 1.7295 5.5126
C 0.6949 -3.2319 4.4081
O 0.6924 -1.7210 -1.3138
H -2.0782 2.5551 -0.0842
C -1.7985 2.7692 3.0520
H -0.2433 4.0626 3.7954
H -3.5208 2.1442 -2.7604
O 3.4306 -1.7375 2.7485
H -1.9004 6.1305 0.1335
C 5.0205 -1.0800 0.9383
C -0.8692 -3.3000 0.1173
O 1.1773 -1.0584 3.4481
H -4.4358 2.2793 -1.2579
C -4.1654 1.1050 1.3154
H -0.8765 -0.5069 -2.9760
H 0.8041 -0.0734 5.8566
H 5.9292 -1.4301 0.4486
H -5.4448 1.7952 2.8862
W -0.2167 -0.8414 0.2052
H -5.5843 -1.5796 -3.9865
H -1.3648 2.1114 -1.6261
```